C46H56As2BrN2Ru | ωB97M-V/def2-TZVPD

Values from the calculation:
* orbital gap (spin up / spin down): 5.92 / 7.05 eV
* E_tot: -245894.3116 eV
* 2S+1: 6
* HOMO energy (spin up / spin down): -5.9 / -7.8 eV

The geometry in XYZ format:
```
108
C46H56As2BrN2Ru (ωB97M-V/def2-TZVPD)
Ru 0.82 -0.08 -1.35
C 5.08 -0.68 0.10
As 3.56 0.15 -0.81
C 4.35 0.18 -2.60
C 3.87 2.04 -0.42
C 5.02 2.47 0.23
C 5.28 3.82 0.41
C 4.40 4.77 -0.11
C 3.24 4.35 -0.74
C 2.95 2.99 -0.88
As 1.22 2.45 -1.62
C 0.05 3.83 -0.89
C 1.36 3.10 -3.44
H 6.01 -0.23 -0.24
H 5.07 -1.74 -0.17
H 4.98 -0.60 1.18
H 5.34 0.63 -2.55
H 3.71 0.74 -3.28
H 4.41 -0.84 -2.97
H 5.72 1.75 0.63
H 6.17 4.14 0.93
H 4.61 5.82 0.00
H 2.56 5.10 -1.12
H 0.55 4.79 -0.83
H -0.30 3.54 0.10
H -0.80 3.90 -1.56
H 1.69 4.14 -3.43
H 0.39 3.01 -3.93
H 2.08 2.48 -3.99
C -1.48 -3.88 -3.49
C -1.82 -3.03 -2.27
C -2.45 -3.89 -1.18
C -2.70 -1.84 -2.63
C -3.77 -2.01 -3.50
C -4.60 -0.94 -3.82
C -4.33 0.31 -3.30
C -3.27 0.52 -2.42
C -2.99 1.90 -1.88
C -3.90 2.25 -0.70
C -3.11 2.97 -2.97
C -2.48 -0.58 -2.06
N -1.47 -0.44 -1.08
C -1.77 -0.74 0.17
C -0.75 -0.80 1.17
N 0.52 -0.61 0.83
C 1.54 -0.66 1.80
C 2.26 -1.85 1.97
C 3.26 -1.87 2.94
C 3.55 -0.76 3.71
C 2.85 0.42 3.49
C 1.86 0.49 2.52
C 1.13 1.80 2.24
C -0.05 2.02 3.19
C 2.05 3.02 2.31
C 1.97 -3.14 1.24
C 0.71 -3.83 1.76
C 1.93 -3.06 -0.29
C -1.37 -1.19 2.44
C -0.93 -1.41 3.72
C -1.87 -1.80 4.71
C -3.20 -1.97 4.43
C -3.69 -1.75 3.12
C -5.02 -1.89 2.66
C -5.33 -1.66 1.35
C -4.35 -1.26 0.39
C -3.06 -1.11 0.81
C -2.75 -1.36 2.17
H -0.70 -4.59 -3.24
H -1.13 -3.27 -4.32
H -2.35 -4.46 -3.83
H -0.88 -2.63 -1.88
H -3.40 -4.31 -1.52
H -2.64 -3.33 -0.27
H -1.79 -4.73 -0.93
H -3.96 -2.98 -3.93
H -5.43 -1.09 -4.49
H -4.97 1.14 -3.57
H -1.95 1.89 -1.51
H -4.95 2.19 -1.00
H -3.70 3.27 -0.35
H -3.75 1.57 0.14
H -4.13 3.06 -3.33
H -2.47 2.74 -3.82
H -2.83 3.95 -2.57
H 3.82 -2.78 3.09
H 4.33 -0.80 4.46
H 3.09 1.29 4.08
H 0.73 1.72 1.22
H 0.29 2.02 4.23
H -0.82 1.25 3.09
H -0.52 2.98 2.99
H 2.35 3.24 3.33
H 1.53 3.90 1.93
H 2.96 2.88 1.72
H 2.81 -3.79 1.49
H -0.19 -3.29 1.46
H 0.71 -3.91 2.85
H 0.64 -4.84 1.35
H 1.10 -2.42 -0.64
H 1.75 -4.06 -0.69
H 2.86 -2.68 -0.72
H 0.12 -1.30 3.99
H -1.51 -1.98 5.72
H -3.88 -2.27 5.22
H -5.80 -2.19 3.36
H -6.35 -1.78 1.01
H -4.65 -1.10 -0.63
Br 1.13 -0.91 -3.65
```


C46H57BFeN2O7P2Si | ωB97M-V/def2-TZVPD

Values from the calculation:
* orbital gap (spin up / spin down): 6.76 / 6.86 eV
* charge: -1
* E_tot: -127463.5592 eV
* 2S+1: 6
* HOMO energy (spin up / spin down): -4.4 / -4.5 eV
* energy above the lowest of the compared OMol25 structures with the same formula, charge and spin: 58.6 kcal per mole

The geometry in XYZ format:
```
117
C46H57BFeN2O7P2Si (ωB97M-V/def2-TZVPD)
Fe -0.03 0.49 -0.57
O -2.29 -0.27 -0.27
C -2.76 -0.73 1.00
C -2.68 0.31 2.09
N -1.34 0.89 2.21
C -1.37 2.33 1.96
C -1.95 2.62 0.58
O -3.01 3.22 0.48
O -1.25 2.16 -0.40
C 0.49 -0.61 3.25
C 1.42 -0.21 2.10
O 2.55 0.18 2.32
O 0.85 -0.33 0.94
H -2.67 0.60 -0.47
H -2.12 -1.57 1.24
H -3.79 -1.08 0.91
H -3.01 -0.17 3.01
H -3.39 1.12 1.89
H -0.34 2.68 1.95
H -1.93 2.89 2.72
H 0.85 -2.66 3.64
H 1.08 -0.55 4.17
C 0.94 6.24 1.22
C 1.97 5.20 0.84
C 3.12 5.86 0.10
O 1.34 4.29 -0.09
B 1.46 3.02 0.39
O 2.08 2.93 1.59
C 2.43 4.26 2.04
C 1.67 4.49 3.34
C 3.92 4.26 2.32
H 0.68 6.82 0.34
H 1.33 6.92 1.98
H 0.03 5.78 1.60
H 2.72 6.41 -0.75
H 3.82 5.12 -0.29
H 3.66 6.55 0.74
H 0.60 4.42 3.20
H 1.91 5.47 3.77
H 1.97 3.72 4.05
H 4.49 3.98 1.43
H 4.13 3.51 3.09
H 4.26 5.23 2.67
C 3.09 1.19 -1.97
Si 1.56 1.05 -3.06
C 0.68 2.70 -3.07
C 2.19 0.82 -4.82
N 0.52 -0.14 -2.37
C 0.16 -1.39 -2.85
C 0.71 -1.96 -4.01
C 0.34 -3.22 -4.46
C -0.60 -3.98 -3.78
C -1.16 -3.44 -2.62
C -0.79 -2.19 -2.16
H 3.69 2.07 -2.23
H 3.73 0.31 -2.06
H 2.82 1.28 -0.92
H 1.32 3.47 -3.53
H 0.43 3.05 -2.07
H -0.25 2.64 -3.63
H 2.67 1.74 -5.13
H 1.37 0.61 -5.51
H 2.92 0.01 -4.90
H 1.45 -1.41 -4.57
H 0.79 -3.61 -5.37
H -0.89 -4.96 -4.13
H -1.90 -4.01 -2.07
H -1.23 -1.80 -1.26
C -0.06 -4.67 1.98
P 0.14 -2.90 1.40
C 1.94 -3.01 1.11
C 2.86 -3.40 2.08
C 4.21 -3.52 1.77
C 4.65 -3.26 0.48
C 3.74 -2.87 -0.50
C 2.40 -2.75 -0.18
C 0.07 -2.09 3.13
C -1.21 -2.50 3.82
C -1.99 -1.86 4.69
C -1.92 -0.49 5.22
C -1.29 0.56 4.68
C -0.52 0.57 3.39
P 0.61 -5.91 0.75
C -0.94 -6.44 -0.07
C -0.98 -7.71 -0.67
C -2.12 -8.15 -1.32
C -3.25 -7.33 -1.39
C -3.21 -6.06 -0.83
C -2.06 -5.62 -0.19
C 0.84 -7.30 1.94
C 2.15 -7.64 2.28
C 2.41 -8.61 3.25
C 1.35 -9.25 3.88
C 0.04 -8.93 3.53
C -0.21 -7.97 2.57
H -1.11 -4.92 2.13
H 0.47 -4.84 2.92
H 2.54 -3.61 3.09
H 4.92 -3.81 2.54
H 5.71 -3.34 0.24
H 4.08 -2.65 -1.50
H 1.69 -2.43 -0.94
H -1.49 -3.54 3.65
H -2.81 -2.44 5.10
H -2.47 -0.33 6.14
H -1.35 1.50 5.22
H 0.16 1.42 3.46
H -0.11 -8.35 -0.62
H -2.14 -9.13 -1.78
H -4.15 -7.68 -1.89
H -4.07 -5.41 -0.91
H -2.03 -4.60 0.20
H 2.97 -7.14 1.78
H 3.43 -8.86 3.51
H 1.55 -10.00 4.64
H -0.78 -9.44 4.02
H -1.23 -7.73 2.31
```


C46H58Cl2MgN4O4PS2SeSi | ωB97M-V/def2-TZVPD

Values from the calculation:
* orbital gap: 4.24 eV
* charge: -1
* E_tot: -197473.1891 eV
* HOMO energy: -3.9 eV
* energy above the lowest of the compared OMol25 structures with the same formula, charge and spin: 33.1 kcal per mole

The geometry in XYZ format:
```
120
C46H58Cl2MgN4O4PS2SeSi (ωB97M-V/def2-TZVPD)
Mg 0.11 -0.39 -0.56
Cl 1.62 -1.62 -2.40
C 2.96 -1.36 -3.46
C 3.27 -2.35 -4.37
C 4.33 -2.18 -5.24
C 5.11 -1.03 -5.16
C 4.81 -0.07 -4.22
Cl 5.85 1.30 -4.07
C 3.69 -0.16 -3.36
S 3.26 1.08 -2.28
H 2.68 -3.26 -4.39
H 4.57 -2.94 -5.98
H 5.95 -0.90 -5.82
O 2.16 -2.27 0.58
N 0.94 -2.85 0.30
C 0.99 -4.12 0.28
C -0.12 -5.02 0.03
C -0.01 -6.28 0.63
C -0.98 -7.25 0.47
C -2.07 -6.98 -0.35
C -2.18 -5.75 -0.96
C -1.23 -4.75 -0.77
P -1.42 -3.12 -1.65
C -3.15 -2.75 -1.15
C -3.76 -3.28 -0.02
C -5.02 -2.87 0.37
C -5.69 -1.89 -0.34
C -5.08 -1.33 -1.45
C -3.83 -1.76 -1.86
C -1.74 -3.88 -3.30
C -0.61 -4.17 -4.06
C -0.73 -4.69 -5.33
C -1.99 -4.94 -5.87
C -3.12 -4.67 -5.11
C -3.00 -4.13 -3.84
H 1.99 -1.32 0.73
H 1.95 -4.61 0.50
H 0.84 -6.49 1.26
H -0.89 -8.21 0.95
H -2.83 -7.73 -0.51
H -3.03 -5.55 -1.60
H -3.23 -4.01 0.58
H -5.46 -3.29 1.26
H -6.67 -1.56 -0.02
H -5.58 -0.54 -2.00
H -3.37 -1.31 -2.72
H 0.36 -3.95 -3.65
H 0.15 -4.90 -5.93
H -2.09 -5.33 -6.87
H -4.10 -4.86 -5.52
H -3.89 -3.92 -3.27
C -3.02 0.02 2.64
C -1.98 0.47 1.61
C -2.59 1.49 0.66
C -1.45 -0.72 0.83
H -3.35 0.86 3.24
H -2.60 -0.73 3.30
H -3.88 -0.42 2.13
H -1.16 0.96 2.14
H -3.29 1.00 -0.03
H -1.80 1.96 0.08
H -3.12 2.28 1.19
H -2.29 -1.19 0.33
H -1.03 -1.45 1.53
Se -2.01 -1.27 -5.11
N -2.43 0.45 -5.27
C -1.86 1.11 -4.26
C -1.91 2.48 -4.02
C -1.22 2.97 -2.92
C -0.55 2.09 -2.07
N -0.52 0.78 -2.24
C -1.13 0.28 -3.32
N -1.11 -1.02 -3.61
H -2.47 3.13 -4.68
H -1.21 4.03 -2.72
H 0.00 2.46 -1.21
C 4.03 5.22 2.25
C 3.54 4.18 1.24
C 4.44 2.95 1.28
C 3.51 4.76 -0.18
O 2.21 3.87 1.58
Si 1.51 2.63 2.36
S 1.62 0.78 1.41
O -0.05 3.08 2.54
C -0.58 4.34 2.86
C 0.28 5.10 3.87
C -1.97 4.11 3.46
C -0.68 5.16 1.57
O 2.26 2.57 3.83
C 2.16 1.61 4.86
C 0.72 1.11 5.03
C 2.62 2.32 6.14
C 3.08 0.43 4.53
H 5.06 5.52 2.05
H 3.97 4.79 3.25
H 3.39 6.10 2.21
H 5.46 3.21 0.99
H 4.07 2.19 0.60
H 4.45 2.54 2.29
H 4.51 5.07 -0.48
H 2.84 5.62 -0.21
H 3.15 4.01 -0.87
H 0.30 4.56 4.82
H -0.11 6.10 4.03
H 1.30 5.17 3.50
H -1.89 3.37 4.27
H -2.65 3.72 2.71
H -2.37 5.03 3.87
H 0.32 5.30 1.17
H -1.14 6.13 1.75
H -1.27 4.62 0.83
H 0.05 1.96 5.17
H 0.65 0.44 5.88
H 0.41 0.58 4.13
H 1.97 3.17 6.35
H 3.64 2.68 6.02
H 2.58 1.63 6.99
H 2.80 0.03 3.56
H 3.00 -0.35 5.29
H 4.11 0.78 4.47
```


C46H58LaN3O2S2 | ωB97M-V/def2-TZVPD

Values from the calculation:
* orbital gap (spin up / spin down): 5.29 / 5.29 eV
* charge: +2
* E_tot: -79729.4179 eV
* HOMO energy (spin up / spin down): -12.7 / -12.7 eV
* energy above the lowest of the compared OMol25 structures with the same formula, charge and spin: 6.7 kcal per mole

The geometry in XYZ format:
```
112
C46H58LaN3O2S2 (ωB97M-V/def2-TZVPD)
La 0.47 0.70 1.23
C 3.10 -6.09 -0.42
C 1.85 -6.19 0.46
C 2.24 -6.82 1.81
C 0.83 -7.09 -0.26
C 1.22 -4.83 0.70
C 1.73 -3.67 0.21
C 1.07 -2.44 0.49
N 1.39 -1.22 0.01
C 2.19 -0.89 -1.04
C 2.71 -1.77 -2.02
C 3.56 -1.32 -2.98
C 3.90 0.07 -2.97
C 3.37 1.01 -2.12
C 2.45 0.54 -1.16
O 1.81 1.35 -0.34
C 3.73 2.50 -2.21
C 4.32 2.98 -0.88
C 4.76 2.75 -3.31
C 2.47 3.31 -2.56
C 4.12 -2.29 -4.03
C 2.96 -2.95 -4.78
C 5.02 -1.58 -5.04
C 4.95 -3.36 -3.31
C -0.08 -2.41 1.41
O -0.57 -1.26 1.71
C -0.63 -3.64 1.88
C 0.02 -4.77 1.50
C -1.87 -3.64 2.78
C -3.05 -2.95 2.07
C -2.30 -5.07 3.12
C -1.56 -2.91 4.10
H 3.52 -7.09 -0.57
H 3.88 -5.48 0.05
H 2.87 -5.67 -1.40
H 2.69 -7.79 1.64
H 1.37 -6.97 2.45
H 2.96 -6.19 2.34
H 1.28 -8.05 -0.49
H 0.49 -6.63 -1.19
H -0.05 -7.28 0.36
H 2.66 -3.66 -0.32
H 2.39 -2.80 -2.02
H 4.60 0.41 -3.72
H 5.20 2.39 -0.60
H 3.60 2.94 -0.07
H 4.65 4.02 -0.99
H 5.70 2.21 -3.12
H 5.00 3.81 -3.32
H 4.39 2.48 -4.30
H 1.72 3.26 -1.77
H 2.02 2.96 -3.49
H 2.74 4.36 -2.70
H 2.34 -2.21 -5.28
H 2.32 -3.53 -4.11
H 3.35 -3.63 -5.53
H 4.48 -0.81 -5.61
H 5.39 -2.31 -5.76
H 5.90 -1.12 -4.57
H 4.35 -3.94 -2.61
H 5.78 -2.91 -2.75
H 5.37 -4.06 -4.04
H -0.37 -5.72 1.86
H -3.27 -3.45 1.12
H -2.84 -1.90 1.88
H -3.94 -3.02 2.69
H -2.55 -5.65 2.23
H -3.19 -5.03 3.74
H -1.53 -5.61 3.69
H -1.32 -1.87 3.94
H -0.72 -3.39 4.62
H -2.43 -2.96 4.76
S -1.82 1.34 2.85
C -2.51 2.72 2.17
N -3.76 3.06 2.37
C -4.31 4.29 1.78
C -3.77 4.45 0.40
N -2.30 4.46 0.47
C -1.58 5.36 -0.45
C -1.07 6.60 0.25
C 0.25 6.99 0.07
C 0.73 8.15 0.67
C -0.12 8.93 1.45
C -1.44 8.54 1.63
C -1.91 7.38 1.03
C -1.66 3.65 1.29
S 0.02 3.64 1.40
C -4.74 2.27 3.15
C -5.73 1.60 2.23
C -5.31 0.61 1.35
C -6.23 0.01 0.50
C -7.57 0.38 0.53
C -7.99 1.36 1.41
C -7.07 1.98 2.26
H -4.05 5.14 2.42
H -5.39 4.19 1.75
H -4.09 5.40 -0.02
H -4.11 3.65 -0.25
H -2.28 5.61 -1.24
H -0.74 4.82 -0.88
H 0.92 6.38 -0.53
H 1.76 8.45 0.52
H 0.25 9.83 1.92
H -2.11 9.14 2.24
H -2.95 7.11 1.17
H -5.24 2.96 3.82
H -4.20 1.54 3.75
H -4.28 0.30 1.34
H -5.90 -0.77 -0.18
H -8.28 -0.10 -0.13
H -9.03 1.66 1.45
H -7.41 2.74 2.96
```